C82H180F12N14O24S12 as an isolated structure in a non-equilibrium geometry. Source: the Open Molecules 2025 dataset; level of theory: the ωB97M-V functional and the def2-TZVPD basis.

```
324
Properties=species:S:1:pos:R:3:forces:R:3
C -3.59015 -2.20981 -3.51241 0.522 -0.342 -0.573
C -4.55106 -1.08637 -3.26739 -0.816 0.444 0.119
C -6.03377 -1.55401 -3.20496 1.073 -0.491 0.172
C -6.88614 -0.37921 -2.84152 0.993 -0.002 -0.096
N -8.35199 -0.64773 -2.97877 0.743 -0.739 0.458
C -8.68374 -1.09281 -4.38727 -1.575 0.541 -0.300
C -9.73976 -0.02497 -4.78626 0.483 -0.667 -1.678
C -9.18107 1.21173 -4.13146 -0.561 0.366 -0.089
C -9.05349 0.65032 -2.73725 0.617 0.944 0.367
C -8.63967 -1.73784 -1.95162 -0.671 -0.066 0.026
C -10.11878 -2.06742 -1.72625 -0.003 -1.052 0.911
C -10.16673 -3.22829 -0.65492 0.981 0.300 -0.131
H -3.77135 -3.05153 -2.84510 0.092 -0.001 0.112
H -2.55771 -1.84986 -3.36993 -0.255 -0.249 -0.112
H -3.69240 -2.57107 -4.54690 0.154 -0.028 0.280
H -4.48061 -0.33291 -4.07458 0.080 -0.172 0.244
H -4.25738 -0.57554 -2.33754 -0.345 -0.068 -0.047
H -6.15533 -2.33983 -2.45724 0.384 -0.069 -0.113
H -6.31199 -1.97133 -4.18400 0.170 0.046 0.276
H -6.48594 0.43132 -3.45784 -1.013 0.335 -0.225
H -6.70351 -0.08776 -1.81067 -0.127 -0.040 0.136
H -9.10436 -2.10749 -4.38401 0.406 0.297 0.063
H -7.79763 -1.03377 -5.03258 -0.376 0.000 0.348
H -10.74111 -0.26066 -4.40306 0.285 -0.038 -0.072
H -9.79342 0.07001 -5.88316 -0.119 -0.160 0.397
H -9.89626 2.04294 -4.16907 0.378 -0.069 0.012
H -8.21689 1.49482 -4.59903 -0.491 0.012 0.371
H -10.06342 0.51132 -2.32345 0.617 -0.114 0.117
H -8.37823 1.19853 -2.06810 -0.790 -0.006 -0.034
H -8.18033 -1.41847 -1.01934 -0.035 0.062 -0.004
H -8.08895 -2.61739 -2.30398 -0.390 0.175 0.092
H -10.60326 -2.36568 -2.66453 0.004 0.060 0.214
H -10.68952 -1.26894 -1.24069 0.226 0.232 -0.495
H -9.87092 -2.81725 0.31719 -0.378 0.124 -0.116
H -9.36803 -3.96208 -0.82590 -0.343 -0.094 -0.359
H -11.11759 -3.75733 -0.54304 0.117 0.356 -0.289
C 1.48794 1.78017 -1.54169 -0.289 -0.040 -1.167
C 2.05718 2.11263 -0.21082 0.731 -0.150 0.983
C 3.58919 2.36786 -0.23833 -1.424 1.300 -0.861
C 4.00527 2.65606 1.16832 0.821 -0.689 0.542
N 5.48944 2.93981 1.25402 0.443 0.073 -1.213
C 5.93343 3.21177 2.65158 -1.122 -0.746 1.410
C 6.10368 4.69099 2.78790 0.862 0.976 -1.037
C 6.57694 5.10992 1.35498 -1.411 1.185 1.148
C 5.71328 4.24469 0.48031 0.768 -0.438 -0.854
C 6.34641 1.83110 0.64944 -0.548 0.839 -0.359
C 6.16397 0.51671 1.32639 0.653 -1.158 0.250
C 7.08665 -0.51993 0.65130 0.251 -0.269 -0.729
H 1.67205 2.62725 -2.22139 0.068 -0.373 -0.112
H 0.39049 1.67161 -1.49054 0.352 -0.139 -0.008
H 1.95923 0.85602 -1.94869 -0.412 0.621 0.066
H 1.89299 1.27512 0.47178 -0.128 -0.024 0.211
H 1.53431 2.97314 0.21748 0.201 -0.179 0.020
H 3.75425 3.28970 -0.84129 -0.087 -0.699 0.012
H 4.09821 1.54006 -0.73889 0.038 -0.049 0.321
H 3.80810 1.79787 1.80225 -0.067 -0.048 0.279
H 3.53073 3.53705 1.60876 -0.165 -0.207 -0.248
H 6.86080 2.69294 2.87428 0.181 -0.005 -0.352
H 5.18381 2.75989 3.32820 0.251 0.321 -0.218
H 6.90957 4.92607 3.46113 0.060 0.044 0.616
H 5.22640 5.27281 3.06833 -0.165 -0.367 0.029
H 7.64067 5.01546 1.24440 0.478 -0.472 -0.244
H 6.34800 6.18361 1.21210 0.114 -0.560 -0.137
H 6.17296 4.02106 -0.49229 -0.167 -0.105 0.295
H 4.72871 4.64340 0.26690 0.011 0.410 0.239
H 7.36568 2.18797 0.76344 0.227 0.033 0.009
H 6.13962 1.77708 -0.42497 -0.103 0.012 0.251
H 5.13716 0.14156 1.29581 0.039 0.216 0.015
H 6.46779 0.61499 2.37115 -0.287 -0.159 0.077
H 6.96951 -1.55214 1.03386 0.050 0.669 0.163
H 8.15888 -0.22822 0.70922 -0.560 -0.148 0.245
H 6.86272 -0.58891 -0.42965 -0.035 0.122 0.403
C 0.07287 -9.17019 3.72044 0.421 0.044 -0.036
C 0.78263 -8.01493 3.00585 -1.094 1.283 1.117
C 0.43890 -6.69247 3.83832 0.671 -0.094 -1.058
C -1.00398 -6.31514 3.64583 -1.031 -1.027 -0.483
N -1.57771 -5.57958 4.81612 -0.202 0.323 -0.240
C -1.50984 -6.38008 6.07806 -0.285 0.020 0.250
C -2.65992 -5.85710 6.93275 0.480 0.935 0.739
C -3.68028 -5.14186 6.00919 0.123 -0.477 0.373
C -3.07510 -5.33614 4.64639 0.898 -0.177 -1.407
C -0.76374 -4.28665 4.97778 -0.028 -0.638 1.183
C -0.89592 -3.25194 3.86529 0.071 -1.081 0.186
C -0.08980 -2.01227 4.26071 -0.486 -0.577 0.556
H -1.01588 -9.04825 3.80532 0.269 -0.090 -0.372
H 0.43522 -9.15961 4.74296 0.185 -0.396 0.241
H 0.29444 -10.13060 3.25172 -0.137 0.030 0.142
H 0.38097 -7.87663 2.00291 -0.061 0.013 -0.186
H 1.85823 -8.17076 2.89314 -0.150 0.066 0.376
H 0.97055 -5.82066 3.46954 0.743 -0.199 -0.050
H 0.67145 -6.73152 4.90412 0.248 -0.619 -0.249
H -1.59821 -7.25058 3.48039 0.075 1.116 0.136
H -1.10512 -5.63929 2.78956 -0.301 -0.428 0.013
H -0.53087 -6.21874 6.54880 -0.290 -0.373 -0.115
H -1.71846 -7.42776 5.84647 0.505 0.096 -0.275
H -2.21684 -5.13057 7.61612 -0.270 -0.018 0.200
H -3.07538 -6.65458 7.54044 -0.143 -0.008 -0.042
H -3.88391 -4.10338 6.31148 0.318 -0.341 -0.235
H -4.62545 -5.67553 6.01776 -0.197 0.119 0.085
H -3.13797 -4.54173 3.90796 -0.543 -0.023 0.126
H -3.44253 -6.25502 4.16425 0.012 0.342 0.194
H 0.24863 -4.67715 5.15594 -0.067 0.572 -0.238
H -1.07393 -3.88296 5.94660 -0.055 0.178 -0.126
H -1.97707 -3.12750 3.71353 0.447 0.692 -0.159
H -0.49466 -3.72503 2.96943 -0.013 0.240 -0.349
H -0.21579 -1.16463 3.58944 0.202 -0.101 -0.198
H 0.96348 -2.26853 4.43105 -0.211 0.210 -0.286
H -0.46439 -1.72183 5.23990 0.105 0.399 0.168
C -2.97541 2.96829 -2.32638 0.937 -0.008 -1.694
C -3.56850 3.61169 -1.10691 -0.179 0.167 -0.336
C -5.00114 4.09812 -1.46214 0.429 -0.490 -0.213
C -5.61935 4.55743 -0.18247 -0.305 0.300 0.940
N -6.89365 5.36926 -0.25459 0.440 -0.842 1.223
C -6.61478 6.67984 -0.91386 0.072 1.208 0.264
C -7.02800 7.75553 0.11421 1.023 0.881 -0.256
C -6.81908 7.10370 1.45344 -0.473 -0.988 -0.467
C -7.35532 5.71641 1.15966 -0.601 0.361 0.065
C -7.93970 4.56360 -0.95557 0.262 0.066 -0.008
C -9.23590 5.29567 -1.12325 -0.559 0.822 -1.507
C -10.07003 4.62229 -2.21171 -0.512 -1.169 0.916
H -3.24216 1.93031 -2.53612 -0.399 -0.068 0.448
H -1.88214 2.98057 -2.39090 -0.032 0.143 0.509
H -3.27850 3.51676 -3.23020 -0.011 0.004 0.128
H -2.99891 4.48956 -0.81500 0.341 0.013 0.055
H -3.50054 2.88569 -0.27793 -0.534 0.423 -0.050
H -5.51904 3.20921 -1.82981 -0.261 0.159 -0.191
H -5.00151 4.86933 -2.27514 0.266 -0.585 0.705
H -4.94819 5.24145 0.34692 0.164 -0.391 0.089
H -5.82171 3.65580 0.41652 -0.075 0.490 0.099
H -7.09613 6.69155 -1.88153 -0.238 0.254 -0.060
H -5.55430 6.82993 -1.09411 0.188 -0.555 0.048
H -8.02570 8.13296 -0.02176 -0.467 0.020 -0.074
H -6.33013 8.59718 0.16790 -0.293 0.133 -0.977
H -7.38062 7.58481 2.23175 -0.258 0.164 0.409
H -5.76898 7.13088 1.72368 0.203 -0.236 0.104
H -8.45210 5.76120 1.06116 0.577 -0.082 0.540
H -7.07161 4.97399 1.88719 0.019 -0.589 -0.149
H -8.17207 3.65540 -0.38513 0.598 0.016 -0.015
H -7.40696 4.34505 -1.88379 -0.760 -0.314 -0.253
H -9.08050 6.31990 -1.47521 0.071 0.091 0.391
H -9.83191 5.31818 -0.21196 0.136 -0.070 0.015
H -11.10389 4.94049 -2.16810 -0.101 0.464 -0.221
H -10.14973 3.57765 -1.90477 0.037 -0.347 -0.256
H -9.70667 4.64067 -3.23434 0.283 0.345 0.019
C 14.40185 1.71748 -4.55570 0.011 -0.022 -0.221
C 13.00177 1.75105 -3.94611 0.380 -0.011 0.205
C 12.45032 0.31759 -3.93765 -0.746 0.231 -1.105
C 12.83868 -0.44753 -2.70632 0.355 -0.075 0.934
N 12.04663 -1.68848 -2.37077 0.429 0.889 -0.471
C 10.58273 -1.41807 -2.31269 -1.350 -0.722 0.842
C 10.00046 -2.52359 -1.38111 -0.221 -0.442 -0.167
C 11.21175 -3.04890 -0.59220 0.793 -0.994 0.461
C 12.32221 -2.06599 -0.96106 -0.427 -0.155 1.018
C 12.35974 -2.79384 -3.33897 -0.870 -0.401 0.589
C 13.81620 -3.25749 -3.47836 -0.480 -0.318 -1.707
C 13.74104 -4.79616 -3.56931 0.844 -0.324 -0.057
H 14.81550 2.69643 -4.82864 -0.087 -0.249 0.356
H 14.33851 1.12801 -5.47710 0.124 0.217 -0.028
H 15.08452 1.16910 -3.90251 0.170 0.257 0.002
H 12.35213 2.42038 -4.52392 0.072 -0.309 0.104
H 12.99914 2.11709 -2.90890 0.115 0.178 -0.277
H 12.82043 -0.15828 -4.85956 -0.244 -0.149 0.330
H 11.36170 0.41055 -4.04931 0.139 -0.344 0.267
H 12.71011 0.17757 -1.82051 -0.025 0.162 -0.108
H 13.88177 -0.78109 -2.68626 -0.117 0.234 -0.251
H 10.09869 -1.34786 -3.28584 0.325 -0.121 0.012
H 10.38926 -0.51351 -1.74866 0.535 0.597 -0.349
H 9.53893 -3.33189 -1.95064 0.012 0.100 0.008
H 9.21690 -2.12874 -0.71370 0.376 0.032 -0.403
H 11.49632 -4.09151 -0.85530 -0.306 0.649 -0.050
H 11.09901 -3.08428 0.50816 -0.160 0.248 -0.603
H 13.35573 -2.34900 -0.77138 -0.070 -0.209 -0.318
H 12.10683 -1.17667 -0.36691 0.325 0.200 -0.139
H 11.91201 -2.47680 -4.29007 0.337 -0.108 0.166
H 11.76451 -3.65271 -2.98205 0.148 0.449 -0.210
H 14.56493 -2.91819 -2.77235 -0.275 0.072 0.502
H 14.15206 -2.86229 -4.46214 0.059 -0.266 0.587
H 14.65011 -5.21930 -4.01979 -0.123 0.201 0.292
H 12.93673 -5.12309 -4.23292 -0.083 0.165 0.133
H 13.60697 -5.27844 -2.58500 -0.043 0.312 -0.353
C -1.51635 -0.02678 0.34663 0.268 0.133 0.200
C -1.08328 -1.41408 -0.12353 -1.389 -0.491 -0.747
C 0.35419 -1.41889 -0.56379 -0.432 0.383 0.641
N 0.95808 -2.71515 -1.03210 -0.086 1.230 -0.592
C 2.36572 -2.36764 -1.45313 0.819 -0.846 0.241
C 3.27822 -2.05197 -0.28987 0.388 0.717 1.216
C 3.28788 -3.13250 0.76244 -0.462 -0.528 -0.194
C 1.85797 -3.39029 1.22068 0.113 0.110 0.556
C 0.93894 -3.74290 0.06563 0.227 -0.474 0.344
C 0.21385 -3.15295 -2.26678 0.012 0.139 1.120
H -2.49946 -0.10877 0.84354 0.371 0.202 -0.407
H -1.51664 0.73864 -0.45799 -0.214 -0.505 0.325
H -0.79201 0.31765 1.08133 -0.029 0.277 0.302
H -1.72407 -1.65315 -0.99740 0.220 -0.164 0.367
H -1.35887 -2.14525 0.63730 0.365 0.057 -0.013
H 0.99173 -1.10053 0.24562 0.066 0.340 0.227
H 0.36832 -0.65635 -1.34590 0.745 -0.382 -0.273
H 2.37068 -1.52259 -2.14026 -0.368 -0.295 -0.303
H 2.68691 -3.29616 -1.92768 0.378 0.263 -0.377
H 2.95381 -1.13760 0.21936 0.058 0.215 -0.223
H 4.32281 -1.87358 -0.55638 -0.281 0.090 -0.796
H 3.96187 -2.92555 1.59494 -0.205 0.203 -0.027
H 3.66588 -4.02558 0.26726 0.085 -0.422 0.114
H 1.44732 -2.54877 1.79697 0.276 0.008 -0.117
H 1.84691 -4.23326 1.91466 -0.097 -0.080 -0.016
H -0.08828 -3.78148 0.43022 0.012 -0.347 -0.329
H 1.26146 -4.72979 -0.32426 -0.440 0.657 -0.254
H 0.13506 -2.23511 -2.84873 0.133 -0.376 -0.491
H -0.77738 -3.42898 -1.91154 0.015 -0.356 -0.355
H 0.76489 -3.97697 -2.73575 -0.364 0.342 -0.023
C -5.29247 1.99030 9.01634 0.876 0.026 0.292
C -5.66843 1.66112 7.57169 -1.264 0.413 -0.363
C -4.72324 2.30768 6.57189 0.203 0.290 0.624
N -5.06999 2.34399 5.08095 -0.825 -1.222 1.992
C -3.93009 3.01844 4.39449 -0.965 0.580 -0.662
C -2.67434 2.22949 4.42536 1.291 0.416 0.449
C -2.86312 0.87272 3.85929 -0.193 -1.535 -0.040
C -3.92469 0.10672 4.64710 -1.182 0.532 0.008
C -5.24782 0.91641 4.64841 0.309 -0.638 -1.311
C -6.36671 3.09612 4.87704 0.468 0.178 -0.141
H -4.22655 1.78672 9.16911 0.023 0.132 -0.018
H -5.77918 1.26312 9.66150 -0.294 0.277 0.166
H -5.47118 3.02778 9.38151 -0.129 -0.752 -0.550
H -6.65134 2.10271 7.38191 -0.238 -0.365 0.085
H -5.76812 0.56500 7.49891 0.233 0.451 -0.317
H -3.75755 1.83354 6.71535 0.140 0.216 -0.401
H -4.65051 3.35977 6.83421 0.251 0.126 0.157
H -3.84480 3.97489 4.90274 0.161 0.222 -0.142
H -4.26819 3.18808 3.35558 0.161 -0.038 0.348
H -2.28038 2.17129 5.43873 0.135 0.041 0.039
H -1.91115 2.76592 3.86533 0.041 0.164 -0.065
H -1.94960 0.26726 3.83660 -0.002 0.430 -0.013
H -3.21070 0.97632 2.83005 -0.014 -0.163 -0.203
H -3.66398 -0.13531 5.67774 0.434 0.131 0.009
H -4.17465 -0.84529 4.18296 0.060 -0.080 -0.167
H -6.03780 0.41058 5.22512 0.279 0.591 -0.049
H -5.59411 0.99179 3.60996 -0.090 -0.117 0.202
H -6.33939 4.00365 5.50233 -0.112 -0.441 -0.206
H -7.23347 2.45860 5.07911 0.348 0.187 0.141
H -6.41206 3.38214 3.82244 -0.036 -0.124 0.154
C 4.41020 3.78706 -5.44621 0.088 1.246 -0.657
C 3.02737 3.63403 -6.09646 -0.402 0.422 0.681
C 2.64175 2.18746 -5.97915 0.652 -0.274 -0.413
N 1.49185 1.71503 -6.80826 -1.178 -0.210 0.526
C 1.24654 0.30495 -6.42551 -0.536 -1.014 1.459
C 0.61640 0.14900 -4.97805 1.554 -0.323 -1.696
C -0.59415 0.98863 -4.82041 -1.388 1.975 0.504
C -0.22221 2.49515 -5.07509 0.187 -0.996 -0.097
C 0.31587 2.57578 -6.48206 -0.134 1.285 -0.748
C 1.75421 1.72415 -8.24408 0.597 0.013 -1.233
H 4.38645 3.73214 -4.36361 -0.128 -0.327 0.042
H 4.68819 4.82033 -5.67846 0.303 -0.079 0.210
H 5.19539 3.14637 -5.86658 -0.378 -0.086 0.086
H 3.02058 4.03852 -7.11920 0.212 -0.450 0.081
H 2.28775 4.24624 -5.54947 0.501 -0.106 -0.107
H 2.35407 1.91546 -4.96893 0.429 0.269 0.058
H 3.51087 1.59465 -6.27995 -0.221 -0.295 0.081
H 2.24390 -0.13798 -6.50211 -0.386 -0.542 0.111
H 0.54113 -0.15131 -7.11762 0.182 0.125 -0.323
H 1.41062 0.39829 -4.29172 0.028 0.165 0.622
H 0.41180 -0.90361 -4.81155 -0.020 -0.235 -0.243
H -0.99386 0.89030 -3.80421 0.020 -0.037 -0.080
H -1.42010 0.71483 -5.50067 0.369 -0.155 0.087
H 0.45122 2.83106 -4.29285 0.345 0.118 -0.105
H -1.00059 3.26156 -5.11461 -0.480 -0.535 0.460
H 0.70608 3.57314 -6.72268 -0.586 -0.045 0.114
H -0.55062 2.37587 -7.14759 0.839 -0.257 -0.022
H 1.97258 2.73367 -8.61314 -0.202 -0.237 0.246
H 0.89956 1.29175 -8.79006 0.302 0.309 0.338
H 2.63618 1.09582 -8.43385 -0.256 0.164 0.066
N 2.70416 1.84057 4.20039 -1.500 3.674 -0.876
S 2.83227 0.33795 4.46005 1.054 -0.620 1.192
O 2.98042 -0.44276 3.26004 0.074 -0.069 0.053
O 2.00356 -0.15989 5.51796 0.609 0.133 -0.638
F 4.40721 0.41697 5.05813 -2.067 -0.293 -0.775
S 1.34815 2.72234 3.89603 2.829 -0.663 1.147
O 0.70755 3.21431 5.07431 0.003 -0.232 -0.558
O 0.61493 2.13852 2.83324 -1.033 -0.230 -0.662
F 1.96842 4.08260 3.22386 -0.090 -1.585 0.780
N 2.27295 -5.26215 7.07276 -1.678 -0.011 0.488
S 2.20941 -3.92598 7.89612 -0.037 -1.940 0.066
O 2.12938 -2.80495 7.04199 -0.074 1.164 -0.277
O 3.04904 -3.95092 9.04891 -0.665 0.384 -0.249
F 0.65928 -4.09012 8.44023 1.195 -0.010 -0.268
S 3.27790 -5.87369 6.09203 1.897 -0.985 2.739
O 4.57320 -6.07111 6.72087 -1.184 0.365 -1.555
O 3.12674 -5.40336 4.76516 0.279 0.342 -1.251
F 2.69309 -7.37899 6.00654 -0.049 0.606 0.021
N 4.11259 -1.12742 -4.25911 -0.484 0.601 0.332
S 5.06532 -0.00825 -3.72375 -2.138 -2.746 3.484
O 5.86202 0.57088 -4.68262 2.233 2.112 -2.810
O 5.69287 -0.33241 -2.44392 -1.206 0.745 -1.244
F 3.87917 1.07400 -3.39458 1.169 -0.767 0.048
S 4.38583 -2.40030 -5.12411 -1.689 -0.485 -0.036
O 5.13464 -3.38494 -4.41300 0.089 0.123 -0.502
O 4.52663 -2.15923 -6.52439 0.693 0.101 0.355
F 2.83198 -2.98761 -5.12301 1.160 0.541 0.544
N -2.86369 -4.61120 0.11866 0.924 -0.255 -0.155
S -4.09191 -3.89090 0.75245 1.861 -1.135 -0.151
O -4.74985 -4.63389 1.76694 -0.389 0.071 0.404
O -4.85727 -3.18050 -0.21116 -0.406 0.920 -0.048
F -3.22102 -2.77240 1.61037 -1.009 -0.574 -0.800
S -2.62138 -5.95039 -0.71348 0.282 0.419 1.218
O -3.19335 -5.85011 -2.02471 0.106 -0.652 0.686
O -2.63532 -7.13413 0.12328 -0.292 1.357 -1.464
F -1.01738 -5.76133 -1.01765 -1.134 0.095 0.375
N 1.35751 6.34167 -1.74548 -1.095 0.936 1.872
S 0.97675 5.68456 -0.36010 -0.530 2.636 -0.436
O 2.07222 5.43467 0.51158 0.135 0.040 -0.014
O -0.05666 4.72930 -0.49830 -0.706 -1.014 0.020
F 0.16156 6.97832 0.32660 1.420 -1.629 -1.054
S 1.96557 5.75965 -2.99617 0.635 1.655 -2.300
O 1.02246 5.41288 -4.04178 0.626 -0.023 0.889
O 3.07698 4.91666 -2.73736 0.617 -1.223 -0.035
F 2.72473 7.09841 -3.66740 -1.255 -1.509 1.066
N -8.38300 1.44704 2.66475 4.304 -4.440 -3.330
S -9.68413 2.23496 2.63707 -1.822 -1.520 2.854
O -10.86381 1.41772 2.70940 0.308 0.963 -0.742
O -9.65294 3.44954 1.91672 -0.248 1.374 -1.088
F -9.44203 2.69507 4.19398 -0.526 0.429 -0.810
S -8.02604 0.21518 1.35999 -0.826 2.603 3.657
O -8.06569 0.85877 0.07488 -0.230 -0.629 0.006
O -8.57140 -1.07797 1.65416 0.426 1.232 -0.812
F -6.44871 0.04921 1.60340 -0.922 0.302 0.231
```
Forces are in eV/Å.

The max |F| comes out at 7.02 eV Å⁻¹. As for the charge: +2. Its orbital gap is 7.3232 eV.